1.
Below is a structure of composition C31H31Cl2N9O4PtS2, with properties calculated with ωB97M-V with the def2-TZVPD basis set.

XYZ file:
```
80
Properties=species:S:1:pos:R:3:forces:R:3
Pt 0.3171 0.9788 -1.3683 0.016 -0.193 -0.076
N 3.8904 2.8209 -2.8209 0.001 -0.013 0.014
C 4.5115 2.4885 -1.6225 -0.013 0.012 -0.009
C 5.7929 2.7256 -1.1353 -0.006 -0.006 0.000
C 6.0531 2.2748 0.1417 -0.002 -0.003 0.003
C 5.0744 1.6217 0.9133 0.002 0.010 0.005
C 3.8080 1.3867 0.4246 0.018 -0.023 -0.002
C 3.5412 1.8195 -0.8725 0.020 -0.036 -0.015
N 2.3813 1.7424 -1.6232 0.023 -0.082 0.015
C 2.6220 2.3629 -2.7552 -0.048 0.047 0.015
C 1.5393 2.5496 -3.7164 0.033 -0.009 0.038
C 1.5101 3.1207 -4.9483 -0.007 0.002 0.004
S -0.0840 3.0966 -5.5632 0.007 0.008 0.011
C -0.6262 2.3222 -4.1513 -0.004 0.007 -0.008
N 0.3145 2.0964 -3.2793 0.002 -0.022 -0.002
H 4.2931 3.3605 -3.5687 -0.004 0.000 0.001
H 6.5437 3.2428 -1.7167 0.000 0.001 0.001
H 7.0324 2.4405 0.5690 0.000 0.000 -0.001
H 5.3234 1.3132 1.9196 0.003 0.001 -0.002
H 3.0381 0.9171 1.0228 -0.017 -0.015 -0.002
H 2.3193 3.5516 -5.5151 -0.002 0.000 0.002
H -1.6562 2.0407 -3.9836 0.003 -0.010 -0.016
N -2.6968 2.3670 0.2000 -0.041 0.090 0.126
C -2.0930 2.1743 1.3900 -0.126 0.030 0.019
C -2.5926 2.9729 2.5707 -0.060 -0.017 0.006
C -4.0679 2.7397 2.9469 0.060 0.014 -0.051
C -4.3697 1.4405 3.6924 0.048 0.026 0.071
N -3.9778 0.2157 2.9993 0.067 -0.071 -0.122
C -4.5348 -0.2344 1.8774 -0.025 0.155 0.111
N -4.0478 -1.3127 1.2746 0.284 -0.382 -0.326
N -5.5944 0.3790 1.3524 -0.116 -0.023 -0.076
C -0.1281 2.7361 1.2683 0.138 -0.052 0.112
O 0.2301 2.9213 2.3801 -0.050 -0.041 -0.098
O 0.2001 2.7453 0.0961 -0.158 0.188 -0.139
H -3.1088 3.2641 -0.0057 -0.005 0.006 0.010
H -2.5186 1.7395 -0.5844 -0.016 0.000 -0.021
H -1.7826 1.1473 1.5598 -0.041 -0.001 0.021
H -2.4732 4.0348 2.3380 -0.005 0.004 0.019
H -1.9447 2.7777 3.4239 -0.005 0.000 0.014
H -4.6935 2.8288 2.0558 0.037 0.017 -0.021
H -4.3747 3.5484 3.6127 -0.013 0.007 -0.008
H -5.4309 1.3815 3.9465 -0.016 0.031 0.004
H -3.8357 1.4319 4.6416 0.003 -0.017 -0.008
H -3.1377 -0.2607 3.3015 0.001 0.032 -0.045
H -3.1622 -1.6939 1.6171 -0.293 0.182 -0.119
H -4.2664 -1.4590 0.2836 0.155 0.106 0.343
H -6.0681 1.1147 1.8452 0.014 -0.006 -0.037
H -6.0386 -0.0085 0.5349 0.025 0.058 0.053
S -0.8725 -1.6338 2.5521 -0.134 -0.047 -0.027
C -0.2904 -0.7977 1.2728 0.215 0.073 0.111
N 0.1701 -0.2352 0.3626 -0.070 0.104 0.227
Cl -1.0228 -5.6827 1.0083 -0.031 0.001 -0.013
C 0.5025 -5.1184 1.5827 0.093 0.084 -0.088
C 1.1212 -5.7815 2.6148 0.028 0.009 0.023
C 2.3463 -5.3170 3.0774 -0.007 0.023 -0.017
C 2.9219 -4.1768 2.5367 0.007 -0.032 0.045
C 2.3034 -3.4997 1.5039 -0.092 -0.048 -0.025
Cl 2.9795 -1.9906 1.0266 0.038 0.066 0.064
C 1.0936 -3.9878 0.9630 0.165 -0.220 0.108
N 0.3745 -3.4034 -0.0564 -0.048 0.116 -0.295
C 0.7625 -2.7356 -1.1796 -0.040 -0.242 0.208
C 2.0809 -2.8534 -1.6662 0.093 0.019 -0.109
C 2.4583 -2.1841 -2.8043 -0.008 -0.047 0.062
C 1.5233 -1.4041 -3.4835 -0.003 0.020 0.011
C 0.2027 -1.3217 -3.0332 -0.007 0.139 0.011
C -0.2197 -1.9879 -1.8917 -0.072 -0.003 -0.113
C -1.6661 -1.9628 -1.4927 -0.004 0.036 -0.073
C -2.4675 -0.6410 -1.6079 -0.108 -0.091 0.179
O -3.6861 -0.7614 -1.5349 -0.010 -0.050 0.112
O -1.8594 0.4797 -1.7069 0.122 0.004 -0.179
H 0.6531 -6.6532 3.0485 0.000 -0.001 0.000
H 2.8447 -5.8347 3.8853 0.000 0.000 -0.002
H 3.8451 -3.7831 2.9373 -0.002 -0.003 0.000
H -0.6230 -3.5829 0.0225 0.040 0.040 0.057
H 2.7750 -3.5109 -1.1621 -0.035 0.001 -0.036
H 3.4643 -2.2906 -3.1849 -0.003 0.005 -0.002
H 1.8088 -0.8885 -4.3917 -0.008 0.003 0.005
H -0.5274 -0.7706 -3.6105 -0.012 -0.014 -0.043
H -1.8130 -2.2689 -0.4540 0.002 0.060 -0.008
H -2.2149 -2.6846 -2.1031 0.006 -0.017 -0.011
```
Positions in Å, forces in eV/Å.

Calculated values
**Lowest unoccupied orbital energy (alpha / beta)**: -4.71 / -8.15 eV
**Kohn-Sham gap (alpha / beta)**: 7.56 / 5.08 eV
**Total charge**: +2
**<S²>**: 6.055
**HOMO (alpha / beta)**: -12.3 / -13.2 eV
**Spin multiplicity**: 5
**ΔE to the lowest compared entry with this formula, charge and spin**: 1.76 kcal/mol

---

2.
Below is a cluster of 4 separate species, C26H49NO10P in total in a non-equilibrium geometry, with properties calculated with ωB97M-V with the def2-TZVPD basis set.

XYZ file:
```
87
Properties=species:S:1:pos:R:3:forces:R:3
C -1.4897 1.6162 3.9381 0.396 0.226 -0.207
C -0.6448 2.9986 3.7859 -1.116 -1.444 -1.050
C 0.6608 2.6380 2.9322 -0.230 -0.319 0.178
C 1.0549 3.6892 1.8057 1.326 -0.293 0.821
C 0.1898 3.6595 0.4697 -0.184 1.103 0.144
C -1.1912 2.8693 0.5247 0.250 0.022 -1.945
C -1.5172 2.4310 -1.0155 -0.014 0.718 0.377
P -2.6516 0.9378 -0.9609 0.143 0.226 0.579
C -2.0403 -0.5016 0.0766 0.237 -1.253 0.189
C -0.9910 -1.4712 -0.6574 -0.310 -1.226 0.165
C -0.2874 -2.4770 0.4013 0.502 0.275 -0.175
C 0.7944 -1.7588 1.3424 -1.302 0.351 -0.872
N 2.0770 -1.5797 0.5890 0.465 0.900 1.063
C 3.1696 -2.4523 1.0994 1.376 -0.916 0.278
C 2.4480 -0.1543 0.6045 1.599 1.326 1.088
C 1.9029 0.7392 -0.5905 0.034 -0.083 0.250
O 3.1733 0.3642 1.4772 -2.035 -1.680 -2.593
H -0.7195 0.7752 4.0416 -1.287 0.978 0.206
H -2.2195 1.6443 4.8069 1.021 -0.149 -1.011
H -2.1034 1.3872 2.9940 0.875 0.427 1.267
H -1.3205 3.6946 3.1710 1.109 -0.578 1.237
H -0.4423 3.3777 4.8328 -0.072 -0.122 -1.483
H 1.5016 2.4293 3.6852 -0.939 0.472 -1.345
H 0.4669 1.6306 2.4169 0.361 1.291 0.697
H 2.1401 3.4518 1.5041 -1.530 0.336 0.428
H 1.1150 4.7174 2.3114 -0.376 -1.300 -0.979
H 0.8311 3.3104 -0.4113 -0.941 0.270 1.390
H -0.0731 4.7520 0.2193 0.341 -1.622 0.240
H -2.0114 3.5970 0.8164 0.889 -1.270 0.083
H -1.1868 1.9022 1.1097 0.152 1.539 -0.195
H -0.5703 2.2100 -1.6040 -1.219 -0.036 0.791
H -2.0159 3.3174 -1.5461 0.419 -1.542 0.580
H -3.8787 1.3887 -0.3436 0.864 -0.305 -0.456
H -3.0289 0.4398 -2.2507 0.126 0.309 0.476
H -2.9652 -1.1488 0.3007 1.181 1.152 -0.318
H -1.6028 -0.2204 1.0858 -0.715 0.183 -1.256
H -1.5832 -2.1651 -1.3577 0.919 1.259 0.719
H -0.1934 -0.9322 -1.2615 -1.050 -0.641 0.814
H -1.0478 -3.0208 1.0500 0.653 0.811 -0.851
H 0.2676 -3.2757 -0.2081 -0.826 1.169 0.869
H 0.8944 -2.3471 2.3068 0.240 0.753 -1.147
H 0.4314 -0.7053 1.6144 0.229 -1.454 -0.106
H 3.3054 -3.3969 0.4608 -0.513 1.396 0.766
H 2.9988 -2.8081 2.1732 0.202 0.658 -1.368
H 4.1867 -1.9222 1.0682 -1.652 -0.619 0.070
H 2.0882 0.2935 -1.6225 -0.304 0.204 1.497
H 2.4371 1.7511 -0.5751 -0.940 -1.462 0.275
H 0.7719 0.8491 -0.4321 1.608 0.030 -0.293
C -1.4322 -2.6548 -5.8257 0.302 0.508 -0.038
C -2.7453 -2.3049 -5.1609 0.785 -0.804 -0.803
C -3.8694 -2.0596 -6.1206 -0.161 -0.407 -0.480
O -4.7251 -1.2079 -5.3574 0.315 0.740 0.769
C -3.9256 -0.5334 -4.4932 -0.147 -0.051 -0.392
O -4.2817 0.4044 -3.8285 0.241 -0.389 -0.028
O -2.6663 -1.0461 -4.4818 -0.928 0.800 0.389
H -0.6163 -2.6264 -5.1018 -0.155 -0.186 -0.035
H -1.4714 -3.6497 -6.2714 -0.059 0.069 0.143
H -1.1811 -1.9332 -6.6085 -0.185 -0.011 -0.002
H -3.0034 -3.0642 -4.4240 -0.157 0.243 -0.215
H -4.3844 -2.9762 -6.4081 -0.140 0.178 0.133
H -3.5652 -1.5200 -7.0228 0.088 -0.050 0.088
C -3.9382 -7.1290 -0.7854 -0.328 0.123 -0.213
C -2.6767 -6.6938 -1.4972 -0.797 -0.728 0.726
C -1.8032 -5.7790 -0.6915 0.391 -0.215 0.512
O -1.0924 -5.0777 -1.7101 -0.257 0.224 -0.597
C -1.9053 -5.0565 -2.8020 -0.040 0.095 -0.472
O -1.7097 -4.3915 -3.7805 0.154 -0.896 1.116
O -2.9746 -5.8800 -2.6332 0.751 0.631 -0.282
H -4.6192 -7.6233 -1.4818 0.152 -0.084 0.076
H -3.7091 -7.8171 0.0308 0.050 0.032 -0.103
H -4.4783 -6.2714 -0.3754 0.129 -0.004 -0.007
H -2.1258 -7.5719 -1.8512 0.080 0.125 0.034
H -1.1177 -6.3188 -0.0375 0.103 0.151 -0.160
H -2.3648 -5.0485 -0.1003 -0.134 -0.142 -0.041
C 4.7779 3.8335 3.5900 0.305 -0.271 0.062
C 5.2620 5.2595 3.7329 -0.567 -0.953 0.056
C 5.0737 6.0968 2.5018 -0.468 0.342 -0.211
O 6.0832 7.0878 2.6607 0.278 -0.180 0.220
C 7.0782 6.5113 3.3940 1.063 0.364 0.120
O 8.1588 6.9885 3.5592 -0.735 -0.295 -0.116
O 6.6767 5.3113 3.9039 0.088 0.579 -0.205
H 5.1166 3.2277 4.4337 -0.135 0.108 0.007
H 3.6872 3.7929 3.5432 0.057 0.071 0.035
H 5.1812 3.3654 2.6882 -0.032 0.118 0.008
H 4.8022 5.7241 4.6125 -0.003 0.093 -0.110
H 4.0841 6.5529 2.4499 0.167 0.157 -0.005
H 5.2695 5.5540 1.5714 -0.038 -0.154 0.135
```
Positions in Å, forces in eV/Å.

Calculated values
**Lowest unoccupied orbital energy**: -2.42 eV
**Kohn-Sham gap**: 9.45 eV
**Total charge**: +1
**HOMO**: -11.9 eV